A structure of composition C22H24BaN6S at a distorted geometry. Source: OMol25; level of theory: ωB97M-V/def2-TZVPD.

Geometry (Å):
Ba 0.09 0.94 -0.79
C 3.96 -0.66 4.42
C 3.54 0.72 3.95
N 3.60 0.89 2.51
C 2.66 0.43 1.64
S 3.05 0.64 -0.06
N 1.65 -0.18 2.26
N 0.50 -0.37 1.50
C -0.21 -1.38 1.85
C 0.23 -2.40 2.84
C -1.60 -1.47 1.26
C -2.61 -2.00 2.06
C -3.90 -2.02 1.56
C -4.16 -1.50 0.30
C -3.09 -0.98 -0.41
N -1.84 -0.97 0.04
H 3.95 -0.71 5.51
H 4.97 -0.90 4.09
H 3.28 -1.42 4.04
H 4.19 1.48 4.39
H 2.52 0.94 4.27
H 4.45 1.22 2.08
H 1.29 -2.61 2.71
H -0.34 -3.32 2.76
H 0.13 -2.02 3.87
H -2.39 -2.39 3.04
H -4.71 -2.43 2.15
H -5.15 -1.47 -0.12
H -3.24 -0.54 -1.40
C -0.04 0.23 -4.54
N -0.48 0.92 -3.32
C -1.33 1.87 -3.52
C -1.99 2.68 -2.52
C -2.95 3.64 -2.81
C -3.38 4.16 -1.58
C -2.64 3.48 -0.61
N -1.79 2.58 -1.14
C -1.08 -0.74 -5.04
C -1.62 -0.63 -6.32
C -2.60 -1.52 -6.76
C -3.05 -2.52 -5.92
C -2.52 -2.64 -4.63
C -1.55 -1.75 -4.20
H 0.88 -0.32 -4.31
H 0.23 0.94 -5.33
H -1.63 2.12 -4.54
H -3.30 3.91 -3.79
H -4.12 4.92 -1.41
H -2.69 3.61 0.46
H -1.26 0.15 -6.98
H -3.00 -1.42 -7.76
H -3.81 -3.21 -6.25
H -2.86 -3.42 -3.97
H -1.14 -1.84 -3.20

As for the strongest force on any atom: 1.2 eV/A. As for the orbital gap: 7.6340 eV. As for the total energy: -1605.01372 Eh. Its spin multiplicity is 1. For the LUMO energy, the calculation gives 0.0 eV.

---

A structure of composition C32H57N2O2P2Pb at a distorted geometry. Source: OMol25; level of theory: ωB97M-V/def2-TZVPD.

Geometry (Å):
C -0.33 -2.89 0.29
C -0.43 -2.30 -2.01
C -0.62 -4.23 -0.01
C -0.59 -3.67 -2.34
C -0.69 -4.63 -1.34
H -0.73 -4.93 0.82
H -0.67 -3.93 -3.40
H -0.84 -5.68 -1.58
N -0.24 -1.97 -0.67
P 1.14 -1.19 2.05
P -0.62 0.44 -2.67
C -0.14 -2.48 1.76
H -1.10 -2.10 2.15
H 0.12 -3.36 2.36
C -0.46 -1.28 -3.00
H -0.44 -1.62 -4.05
C -2.49 0.82 -2.63
C 0.33 1.47 -3.95
C 0.84 -0.24 3.68
C 2.76 -2.16 1.97
C -2.71 2.13 -1.84
H -2.24 3.00 -2.33
H -3.79 2.32 -1.77
H -2.30 2.05 -0.82
C -3.04 0.94 -4.06
H -2.66 1.83 -4.58
H -2.82 0.05 -4.65
H -4.13 1.05 -4.00
C -3.23 -0.31 -1.90
H -4.30 -0.05 -1.82
H -3.15 -1.26 -2.45
H -2.84 -0.46 -0.89
C -0.06 2.96 -3.79
H 0.08 3.30 -2.75
H 0.61 3.57 -4.42
H -1.09 3.17 -4.10
C 1.84 1.35 -3.70
H 2.15 1.75 -2.72
H 2.21 0.32 -3.79
H 2.36 1.96 -4.47
C 0.04 0.96 -5.37
H -1.02 1.02 -5.64
H 0.60 1.58 -6.08
H 0.37 -0.08 -5.49
C 3.89 -1.11 1.90
H 4.85 -1.63 1.80
H 3.77 -0.42 1.05
H 3.94 -0.49 2.80
C 2.78 -3.05 0.71
H 2.18 -3.96 0.84
H 2.42 -2.52 -0.19
H 3.82 -3.35 0.51
C 2.94 -3.08 3.18
H 3.76 -3.78 2.95
H 3.23 -2.54 4.09
H 2.05 -3.68 3.38
C -0.58 -0.54 4.19
H -0.70 -1.60 4.45
H -0.76 0.06 5.10
H -1.34 -0.26 3.45
C 0.97 1.27 3.37
H 0.18 1.61 2.68
H 0.87 1.83 4.31
H 1.95 1.51 2.93
C 1.84 -0.60 4.79
H 1.75 -1.64 5.10
H 2.88 -0.38 4.51
H 1.61 0.03 5.66
Pb 0.68 0.40 -0.18
C 2.77 -0.90 -1.63
O 3.72 -1.19 -2.19
N -1.62 0.64 1.06
C -2.68 0.73 1.55
C -4.01 1.03 2.17
C -5.13 0.44 1.31
C -4.07 0.41 3.57
C -4.16 2.55 2.27
H -5.13 0.90 0.31
H -5.00 -0.65 1.20
H -6.10 0.63 1.78
H -3.31 0.86 4.23
H -5.06 0.59 4.01
H -3.91 -0.67 3.52
H -5.11 2.80 2.74
H -3.34 2.97 2.87
H -4.13 3.00 1.27
C 5.15 1.84 -0.83
C 3.77 2.27 -0.44
C 3.37 3.66 -0.81
O 3.00 1.50 0.18
H 5.84 2.68 -0.66
H 5.18 1.60 -1.90
H 5.48 0.97 -0.26
H 2.29 3.73 -1.04
H 3.57 4.33 0.04
H 3.95 3.99 -1.67

As for the strongest force on any atom: 3.1 eV/A. As for the orbital gap (alpha / beta): 5.4150 / 6.1044 eV. As for the total energy: -2388.14027 Eh. Its spin multiplicity is 1. The total charge is +3. For the LUMO energy (alpha / beta), the calculation gives -11.1 / -10.3 eV. As for the relative energy (zero: lowest compared OMol25 entry of this formula, charge and spin): 12.17 kJ/mol.

---

A cluster of 2 separate species, C4H12O in total at a distorted geometry. Source: OMol25; level of theory: ωB97M-V/def2-TZVPD.

Geometry (Å):
C 0.64 1.94 0.47
C 0.36 2.06 -1.07
O 0.98 1.08 -1.85
H 1.68 2.14 0.33
H 0.42 0.97 0.87
H 0.12 2.72 1.06
H -0.73 1.89 -1.05
H 0.64 3.04 -1.56
H 1.57 0.37 -1.45
C -0.90 -2.85 0.60
C -0.55 -1.25 0.54
H -0.43 -3.33 1.46
H -2.07 -2.84 0.58
H -0.50 -3.15 -0.40
H -1.13 -0.91 -0.25
H 0.52 -1.23 0.33
H -0.59 -0.65 1.40

As for the strongest force on any atom: 4.0 eV/A. As for the orbital gap: 10.8908 eV. As for the total energy: -234.76599 Eh. Its spin multiplicity is 1. For the LUMO energy, the calculation gives 0.9 eV. As for the relative energy (zero: lowest compared OMol25 entry of this formula, charge and spin): 174.92 kJ/mol. As for the SMILES: CCO.CC.

---

The ion C5H8N with charge +1 at a distorted geometry. Source: OMol25; level of theory: ωB97M-V/def2-TZVPD.

Geometry (Å):
C 0.53 1.22 -0.19
C 0.21 -1.00 0.13
C 1.68 -0.59 0.08
C -0.49 0.28 -0.10
C -1.91 0.50 0.02
N 1.78 0.83 -0.12
H 0.47 2.31 -0.25
H 0.24 -1.61 -0.82
H -0.32 -1.59 0.87
H 2.19 -0.80 1.01
H 2.22 -1.15 -0.68
H -2.05 1.52 -0.46
H -1.98 0.24 1.06
H -2.58 -0.15 -0.54

As for the strongest force on any atom: 4.0 eV/A. As for the orbital gap: 9.2835 eV. As for the total energy: -249.71373 Eh. Its spin multiplicity is 1. The total charge is +1. For the LUMO energy, the calculation gives -7.1 eV. As for the relative energy (zero: lowest compared OMol25 entry of this formula, charge and spin): 292.52 kJ/mol.

---

A structure of composition C4H8N2O. Source: OMol25; level of theory: ωB97M-V/def2-TZVPD.

Geometry (Å):
C -0.95 0.92 -1.26
C 0.07 1.06 -0.15
O -0.69 0.92 1.10
C -0.27 -0.38 1.17
N -0.89 -1.44 1.46
C 0.97 -0.15 0.36
N 1.55 -1.25 -0.36
H -1.47 -0.04 -1.19
H -0.55 1.05 -2.27
H -1.71 1.70 -1.09
H 0.59 2.02 -0.20
H -1.83 -1.21 1.76
H 1.74 0.35 0.96
H 2.46 -1.48 0.03
H 0.97 -2.07 -0.25

As for the strongest force on any atom: 0.5 eV/A. As for the orbital gap: 10.6480 eV. As for the total energy: -341.92575 Eh. Its spin multiplicity is 1. For the LUMO energy, the calculation gives 0.9 eV. As for the relative energy (zero: lowest compared OMol25 entry of this formula, charge and spin): 204.51 kJ/mol.

---

A cluster of 2 separate species, C17H26FN3O3P in total at a distorted geometry. Source: OMol25; level of theory: ωB97M-V/def2-TZVPD.

Geometry (Å):
C -2.53 3.03 -1.35
C -1.16 3.12 -1.13
N -0.36 2.05 -0.64
C -0.42 0.67 -0.96
P -1.62 -0.12 -2.09
O -2.73 -0.72 -1.33
C 0.57 0.06 -0.29
C 1.06 -1.36 -0.23
C -0.04 -2.44 -0.31
C -0.81 -2.56 1.03
N 1.21 1.05 0.46
F 2.22 0.88 1.29
C 0.62 2.21 0.22
C 1.13 3.43 0.94
C 0.57 3.37 2.40
O 1.56 3.74 3.34
C 1.13 3.24 4.60
O 0.45 3.96 5.28
C 1.55 1.84 4.99
C 1.45 1.60 6.52
H -2.91 2.98 -2.37
H -3.27 3.06 -0.54
H -0.65 4.07 -1.26
H -2.12 0.91 -2.93
H -0.92 -1.05 -2.88
H 1.59 -1.51 0.71
H 1.81 -1.51 -1.02
H 0.49 -3.39 -0.44
H -0.69 -2.35 -1.18
H -1.19 -3.57 1.12
H -0.09 -2.40 1.84
H -1.61 -1.80 1.04
H 0.65 4.28 0.45
H 2.22 3.48 0.91
H 0.31 2.31 2.59
H -0.37 3.93 2.49
H 2.56 1.59 4.66
H 0.88 1.11 4.50
H 1.16 2.49 7.07
H 2.44 1.32 6.89
H 0.77 0.78 6.76
N -1.40 -3.90 -4.49
C -1.18 -3.50 -5.78
C 0.02 -4.03 -6.18
C 0.53 -4.78 -5.09
C -0.37 -4.68 -4.07
H -2.21 -3.65 -3.94
H -1.89 -2.87 -6.30
H 0.47 -3.89 -7.15
H 1.46 -5.33 -5.07
H -0.36 -5.10 -3.07

As for the strongest force on any atom: 3.6 eV/A. As for the orbital gap: 5.2710 eV. As for the total energy: -1494.10642 Eh. Its spin multiplicity is 1. The total charge is +1. For the LUMO energy, the calculation gives -5.1 eV.

---

A cluster of 2 separate species, C2H5NO2 in total. Source: OMol25; level of theory: ωB97M-V/def2-TZVPD.

Geometry (Å):
N 1.92 0.47 -0.64
C 1.22 -0.41 0.13
O 1.27 -0.43 1.33
H 1.66 0.61 -1.60
H 2.43 1.19 -0.17
H 0.61 -1.10 -0.46
C -2.28 -0.06 0.37
O -1.76 -0.53 -0.60
H -2.80 0.90 0.33
H -2.28 -0.63 1.32

As for the strongest force on any atom: 0.4 eV/A. As for the orbital gap: 10.7013 eV. As for the total energy: -284.42088 Eh. Its spin multiplicity is 1. For the LUMO energy, the calculation gives 0.8 eV. As for the relative energy (zero: lowest compared OMol25 entry of this formula, charge and spin): 122.06 kJ/mol. As for the SMILES: NC=O.C=O.

---

A cluster of 2 separate species, C4H11N2O in total at a distorted geometry. Source: OMol25; level of theory: ωB97M-V/def2-TZVPD.

Geometry (Å):
C 0.95 0.57 -0.07
C 0.70 0.68 1.41
C -0.77 0.38 1.75
N -1.01 -1.02 1.98
N 0.76 -0.75 -0.60
C -0.36 -0.54 -1.71
O 0.05 0.29 -2.77
H 1.95 1.03 -0.34
H 0.20 1.16 -0.75
H 1.39 0.11 1.97
H 0.86 1.76 1.77
H -1.25 0.76 0.80
H -1.10 1.08 2.58
H -2.01 -1.14 1.98
H -0.29 1.98 -0.71
H 0.39 -1.43 0.06
H -1.27 -0.22 -1.06
H -0.66 -1.53 -2.08

As for the strongest force on any atom: 5.8 eV/A. As for the orbital gap: 4.0797 eV. As for the total energy: -343.48550 Eh. Its spin multiplicity is 1. The total charge is -1. For the LUMO energy, the calculation gives 1.8 eV. As for the relative energy (zero: lowest compared OMol25 entry of this formula, charge and spin): 750.03 kJ/mol.

---

A cluster of 5 separate species, C21H45BNO19S5 in total at a distorted geometry. Source: OMol25; level of theory: ωB97M-V/def2-TZVPD.

Geometry (Å):
C 7.79 -2.90 -1.44
C 6.57 -2.82 -0.45
C 5.76 -1.46 -0.57
B 4.17 -1.83 -0.61
O 3.91 -2.24 -2.04
C 2.49 -2.19 -2.08
S 2.18 -2.05 -3.90
C 1.96 -0.98 -1.10
N 1.82 0.28 -1.83
C 0.47 0.83 -1.98
C -0.30 0.28 -3.24
O 1.19 -1.31 0.03
C -0.13 -1.77 -0.07
C -0.48 -2.91 -1.08
C 0.06 -4.31 -0.59
C -2.06 -3.05 -1.23
C -2.70 -1.88 -2.04
C -2.79 -3.34 0.13
O 3.22 -0.71 -0.47
H 7.91 -3.96 -1.75
H 7.61 -2.30 -2.34
H 8.70 -2.54 -0.89
H 6.85 -2.99 0.61
H 5.85 -3.61 -0.75
H 5.97 -0.77 0.28
H 6.06 -0.95 -1.51
H 3.85 -2.81 0.04
H 2.22 -3.21 -1.74
H 0.89 -2.49 -4.06
H 2.36 0.95 -1.29
H 0.60 1.91 -2.22
H -0.16 0.83 -1.06
H 0.36 0.51 -4.10
H -0.41 -0.82 -3.23
H -1.26 0.82 -3.40
H -0.38 -2.21 0.93
H -0.91 -0.98 -0.19
H -0.11 -2.77 -2.12
H -0.80 -5.02 -0.55
H 0.79 -4.71 -1.31
H 0.45 -4.19 0.44
H -2.21 -3.95 -1.87
H -2.47 -2.01 -3.11
H -2.32 -0.89 -1.73
H -3.81 -1.84 -1.90
H -2.36 -2.83 1.01
H -3.84 -2.98 0.04
H -2.87 -4.43 0.35
C 8.47 2.05 3.42
C 6.97 1.78 3.36
O 6.77 1.14 2.10
S 8.07 0.26 1.72
O 7.83 -1.09 2.10
O 8.51 0.64 0.42
O 9.08 0.92 2.82
H 8.73 2.94 2.83
H 8.82 2.18 4.44
H 6.38 2.69 3.43
H 6.67 1.08 4.15
C -2.29 1.03 2.22
C -2.33 2.54 2.29
O -2.49 2.97 0.93
S -3.37 1.87 0.13
O -4.73 2.32 0.10
O -2.66 1.49 -1.04
O -3.25 0.68 1.21
H -1.31 0.67 1.89
H -2.55 0.56 3.17
H -1.42 2.96 2.71
H -3.19 2.89 2.86
C -7.61 -0.60 0.20
C -7.57 -1.64 -0.90
O -7.72 -2.89 -0.22
S -8.66 -2.68 1.08
O -10.00 -3.06 0.75
O -7.98 -3.20 2.22
O -8.60 -1.07 1.13
H -6.65 -0.53 0.72
H -7.89 0.39 -0.18
H -6.64 -1.62 -1.46
H -8.42 -1.53 -1.59
C -4.30 7.90 0.87
C -3.41 6.97 0.07
O -2.34 6.63 0.95
S -2.89 6.60 2.47
O -3.19 5.24 2.81
O -2.06 7.42 3.27
O -4.29 7.36 2.20
H -3.89 8.91 0.91
H -5.31 7.93 0.48
H -3.02 7.44 -0.84
H -3.93 6.05 -0.20

As for the strongest force on any atom: 5.3 eV/A. As for the orbital gap: 5.9646 eV. As for the total energy: -4327.19579 Eh. Its spin multiplicity is 1. The total charge is -1. For the LUMO energy, the calculation gives 1.5 eV.